No. 1
{
  "formula": "C3H7AgCl2O",
  "method": "the ωB97M-V functional and the def2-TZVPD basis",
  "homo_ha": [-0.4599, -0.4599],
  "relative_energy_kj_mol": 104.07,
  "spin_multiplicity": 2,
  "lumo_energy_ev": [-7.285, -7.290],
  "homo_lumo_gap_ev": [5.23, 5.22],
  "s_squared": 0.754,
  "charge": 1,
  "symbols": ["Ag", "C", "O", "H", "H", "H", "Cl", "C", "C", "Cl", "H", "H", "H", "H"],
  "positions_angstrom": [[-3.8507, 0.9613, -4.0807], [-1.5784, -2.7876, -2.2742], [-1.8040, -1.8378, -3.3076], [-1.5500, -2.3731, -1.2665], [-2.3607, -3.5448, -2.3263], [-0.5695, -3.2001, -2.2708], [-0.2734, 1.8126, 0.9160], [1.3927, 1.3240, 1.2215], [1.8066, 1.8420, 2.5455], [0.7687, 1.1712, 3.8090], [2.0314, 1.7882, 0.4701], [1.4404, 0.2369, 1.1571], [1.6988, 2.9260, 2.5832], [2.8481, 1.6813, 2.8239]],
  "mulliken_charge": [0.99, -0.45, -0.30, 0.26, 0.26, 0.24, -0.19, -0.36, -0.47, -0.17, 0.28, 0.30, 0.30, 0.32]
}

=====

No. 2
{
  "formula": "C28H35N5P2SeZr",
  "method": "the ωB97M-V functional and the def2-TZVPD basis",
  "homo_ha": -0.4996,
  "relative_energy_kj_mol": 56.28,
  "lumo_energy_ev": -8.252,
  "homo_lumo_gap_ev": 5.34,
  "charge": 2,
  "symbols": ["Zr", "C", "C", "C", "C", "C", "C", "C", "C", "C", "H", "H", "H", "H", "H", "H", "H", "H", "H", "H", "H", "H", "H", "H", "H", "P", "P", "N", "N", "N", "N", "C", "C", "C", "C", "C", "C", "C", "C", "C", "C", "C", "C", "C", "C", "C", "C", "C", "C", "H", "H", "H", "H", "H", "H", "H", "H", "H", "H", "H", "H", "H", "H", "H", "H", "H", "H", "H", "H", "Se", "C", "N"],
  "positions_angstrom": [[-1.1697, -2.6658, -0.3386], [-2.3427, -5.5722, -3.7866], [-2.5785, -4.3563, -4.3103], [-3.9704, -3.8444, -4.5207], [-4.8717, -3.9854, -3.2565], [-4.1621, -3.9284, -1.9287], [-3.6106, -5.0058, -1.3369], [-3.7993, -6.3888, -1.8871], [-3.3957, -6.5521, -3.3756], [-0.5982, -2.5128, 1.8831], [-1.3225, -5.9681, -3.7426], [-1.7787, -3.7767, -4.7853], [-4.4674, -4.4028, -5.3381], [-3.9270, -2.7964, -4.8642], [-5.6365, -3.1970, -3.3173], [-5.4325, -4.9282, -3.3579], [-4.2407, -2.9812, -1.4027], [-3.2358, -5.0034, -0.3142], [-4.8479, -6.7116, -1.7644], [-3.2088, -7.0989, -1.2866], [-3.0209, -7.5782, -3.5207], [-4.2886, -6.4666, -4.0176], [0.4716, -2.7516, 1.8336], [-1.0196, -3.1202, 2.6899], [-0.6568, -1.4706, 2.2180], [-2.7525, -0.6344, -0.8993], [-0.9656, 0.0151, -2.6904], [-3.8539, -1.8641, 0.4464], [-3.4142, 0.7604, -0.0232], [-0.4684, -1.7662, -2.7911], [0.1631, 0.4688, -3.9430], [-3.6100, -0.5903, -2.5311], [-2.5380, -0.1976, -3.5855], [-3.3385, -3.0189, 1.0145], [-4.1342, -3.4506, 2.0623], [-5.2435, -2.5852, 2.0881], [-5.0498, -1.6204, 1.0905], [-3.2398, 0.9560, 1.3542], [-3.8631, 2.1331, 1.7378], [-4.4644, 2.6944, 0.5672], [-4.1848, 1.8339, -0.4863], [0.8317, -2.1544, -2.4563], [0.8112, -3.4580, -1.9837], [-0.5252, -3.9601, -2.1267], [-1.3109, -2.8463, -2.5634], [0.2867, -0.1263, -5.2052], [1.3221, 0.4894, -5.8846], [1.8649, 1.4989, -5.0189], [1.1355, 1.4698, -3.8451], [-4.4325, 0.1330, -2.4309], [-4.1030, -1.5557, -2.7262], [-2.4003, -0.9305, -4.3957], [-2.7602, 0.7921, -4.0174], [-2.4899, -3.6481, 0.6414], [-3.8707, -4.2772, 2.7080], [-6.0709, -2.6760, 2.7736], [-5.7124, -0.8029, 0.8288], [-2.6971, 0.2335, 1.9349], [-3.8806, 2.5475, 2.7334], [-5.0157, 3.6205, 0.5102], [-4.4665, 1.8903, -1.5224], [1.6583, -1.4602, -2.5599], [1.6695, -4.0320, -1.6403], [-0.8192, -4.9944, -2.2549], [-2.3789, -2.7838, -2.7328], [-0.3885, -0.9074, -5.5033], [1.6406, 0.2457, -6.8844], [2.6800, 2.1682, -5.2436], [1.2151, 2.0455, -2.9320], [2.2721, 1.1429, -0.3635], [1.0745, -0.1078, -0.1176], [0.2340, -0.9653, -0.1095]],
  "mulliken_charge": [0.56, -0.52, -0.45, -0.57, -2.01, 0.14, -0.32, -1.46, -0.83, -1.06, 0.91, 0.56, 0.51, 0.24, 0.45, 0.61, 1.81, 0.38, 0.39, 0.34, 0.51, 0.29, 0.51, 0.36, 0.37, 1.12, -0.14, 1.16, 0.75, 0.93, 0.54, -0.22, -1.18, -0.56, -0.98, -1.06, -0.66, -0.58, -0.54, -0.79, -0.38, -0.05, -1.99, -0.20, -1.35, -0.20, -0.66, -0.73, -0.39, 0.94, -0.84, 0.29, 0.63, 0.80, 0.56, 0.49, 0.49, 0.38, 0.49, 0.47, 0.44, 0.70, 0.59, 1.02, -0.11, 0.32, 0.49, 0.47, 0.45, 0.02, 0.25, -0.89]
}

=====

No. 3
{
  "formula": "C6H6O4",
  "method": "the ωB97M-V functional and the def2-TZVPD basis",
  "homo_ha": -0.3542,
  "relative_energy_kj_mol": 251.30,
  "smiles": "O=C1C=CC[C@]2(O)O[C@]12O",
  "lumo_energy_ev": -0.392,
  "homo_lumo_gap_ev": 9.24,
  "symbols": ["C", "C", "C", "C", "C", "C", "O", "O", "O", "O", "H", "H", "H", "H", "H", "H"],
  "positions_angstrom": [[0.0650, -1.8035, -0.1788], [-1.1946, -1.3150, -0.2251], [1.2676, -1.0235, 0.0136], [-1.5928, 0.0672, 0.0895], [0.9848, 0.4651, -0.1277], [-0.4014, 1.0480, -0.1189], [2.4092, -1.4303, 0.2681], [0.3323, 0.8714, -1.2791], [2.0766, 1.2965, 0.2898], [-0.5394, 2.2782, 0.3888], [0.3734, -2.7784, -0.2926], [-2.1111, -1.8666, -0.3588], [-2.4177, 0.2831, -0.4622], [-1.9913, 0.2924, 1.0453], [2.6566, 0.6215, 0.6624], [0.0829, 2.9939, 0.2857]],
  "mulliken_charge": [-0.59, -0.32, 0.58, -0.86, 0.59, 0.49, -0.63, -0.49, -0.62, -0.57, 0.47, 0.38, 0.45, 0.41, 0.36, 0.36]
}

=====

No. 4
{
  "formula": "C3H4I2O",
  "method": "the ωB97M-V functional and the def2-TZVPD basis",
  "homo_ha": -0.3366,
  "relative_energy_kj_mol": 334.18,
  "lumo_energy_ev": -0.353,
  "homo_lumo_gap_ev": 8.81,
  "symbols": ["C", "C", "C", "O", "I", "I", "H", "H", "H", "H"],
  "positions_angstrom": [[-0.6271, -0.1822, 1.2204], [0.5060, 0.6302, 0.3216], [0.5209, 0.2305, -1.0004], [-0.9433, -1.3103, 0.1957], [-0.0603, -0.8642, -2.6616], [1.9824, 1.7228, -1.8143], [-1.5415, 0.3879, 1.3765], [-0.4170, -0.6595, 2.2732], [0.8445, 1.6163, 0.5001], [-0.2647, -1.5715, -0.4113]],
  "mulliken_charge": [-0.16, -0.16, -0.41, -0.50, 0.23, -0.05, 0.23, 0.21, 0.33, 0.26]
}